1.
ORCA calculation (wB97M-V/def2-TZVPD) on C25H29N3PPt as an isolated structure at a distorted geometry.

Geometry as ORCA input:
```
! RIJCOSX wB97M-V def2-TZVPD def2/J DEFGRID3
* xyz 1 1
Pt 0.2503 0.8819 -0.4574
N 1.6513 -0.7747 1.2697
C 2.8177 -1.2187 0.5909
C 3.9605 -1.6162 1.2799
C 5.0805 -2.0548 0.5964
C 5.0704 -2.1153 -0.7901
C 3.9411 -1.7242 -1.4840
C 2.8058 -1.2647 -0.8119
P 1.3485 -0.7150 -1.7565
C 0.2934 -2.1916 -1.8891
C 0.5263 -3.3390 -1.1389
C -0.3772 -4.3939 -1.1807
C -1.5092 -4.3107 -1.9755
C -1.7389 -3.1703 -2.7341
C -0.8468 -2.1143 -2.6864
C 1.9084 -0.4041 -3.4423
C 1.9683 -1.4307 -4.3823
C 2.4478 -1.1712 -5.6571
C 2.8677 0.1055 -5.9973
C 2.8062 1.1328 -5.0665
C 2.3231 0.8799 -3.7938
H 1.0311 -1.5551 1.4621
H 1.8596 -0.3271 2.1542
H 3.9584 -1.5843 2.3618
H 5.9596 -2.3611 1.1467
H 5.9412 -2.4626 -1.3273
H 3.9412 -1.7610 -2.5658
H 1.4166 -3.4249 -0.5289
H -0.1862 -5.2839 -0.5966
H -2.2099 -5.1336 -2.0099
H -2.6178 -3.1037 -3.3614
H -1.0385 -1.2219 -3.2717
H 1.6377 -2.4269 -4.1202
H 2.4913 -1.9690 -6.3857
H 3.2391 0.3028 -6.9939
H 3.1262 2.1298 -5.3357
H 2.2626 1.6839 -3.0698
C -2.9303 0.8555 -1.5778
C -2.7443 0.3998 -0.1342
C -3.7725 -0.6838 0.2153
C -1.3680 -0.1934 0.1384
H -3.8562 1.4234 -1.6780
H -2.9935 -0.0063 -2.2454
H -2.1054 1.4837 -1.9169
H -2.9260 1.2502 0.5263
H -3.6768 -1.5325 -0.4651
H -4.7853 -0.2905 0.1215
H -3.6485 -1.0502 1.2351
H -1.2935 -1.1231 -0.4304
H -1.1991 -0.3931 1.2013
N 0.1354 3.7705 -0.0747
C -0.5718 4.8484 0.2862
C -1.5216 4.4235 1.1893
C -1.2996 3.0541 1.3207
N -0.2818 2.6556 0.5637
H 0.9333 3.7311 -0.6842
H -0.3519 5.8220 -0.1144
H -2.2554 5.0233 1.6933
H -1.7966 2.3471 1.9605
*
```

Its HOMO energy is -10.72 eV. For the energy above the lowest of the compared OMol25 structures with the same formula, charge and spin, the calculation gives 40.69 kJ/mol. The lowest unoccupied orbital energy comes out at -3.46 eV.

2.
ORCA calculation (wB97M-V/def2-TZVPD) on C5H7NO2 in the gas phase at a distorted geometry.

Geometry as ORCA input:
```
! RIJCOSX wB97M-V def2-TZVPD def2/J DEFGRID3
* xyz 0 1
C 2.2007 0.3905 -0.1185
C 0.6062 0.2709 -0.3452
C -0.1675 -0.7544 -0.3687
C -1.5463 -0.2754 -0.0707
C -1.4385 1.0393 0.2147
H 2.7958 -1.1425 1.3212
H 3.5634 -0.9322 -0.0541
H 2.7710 0.6181 -1.0965
H 2.1768 1.2480 0.5629
H 0.0087 -1.7552 -0.6628
H -2.6358 -1.8485 0.4754
H -2.2562 1.8045 0.3520
N 2.6196 -0.9303 0.3070
O -2.7008 -0.9006 0.0717
O -0.1353 1.4623 0.0636
*
```

Its HOMO energy is -8.04 eV. For the energy above the lowest of the compared OMol25 structures with the same formula, charge and spin, the calculation gives 242.69 kJ/mol. The lowest unoccupied orbital energy comes out at 0.76 eV. Its structure (SMILES) is NCc1cc(O)co1.

3.
ORCA calculation (wB97M-V/def2-TZVPD) on a 10-piece molecular cluster, C52H84BN8O9 overall at a distorted geometry.

Geometry as ORCA input:
```
! RIJCOSX wB97M-V def2-TZVPD def2/J DEFGRID3
* xyz 1 1
C -4.6756 -11.2411 14.0612
C -5.9022 -12.1839 14.1960
C -5.6016 -13.6242 13.8741
C -6.8238 -14.4888 14.3418
N -6.5422 -16.0821 14.1285
C -7.8150 -16.8292 13.8698
C -7.4246 -18.1611 13.1906
C -6.0475 -17.9483 12.5957
C -5.7716 -16.4328 12.8164
C -5.9661 -16.6558 15.5091
C -4.4500 -16.2650 15.8323
C -4.0158 -16.8399 17.1934
H -4.0830 -11.3023 13.1484
H -4.0036 -11.5136 14.8750
H -4.9401 -10.2314 14.3752
H -6.7729 -11.8287 13.6448
H -6.2470 -12.2134 15.2296
H -4.7048 -13.8514 14.4505
H -5.3484 -13.6646 12.8147
H -7.6294 -14.0255 13.7722
H -7.2173 -14.3177 15.3438
H -8.4241 -17.0650 14.7424
H -8.4652 -16.2802 13.1886
H -7.3015 -18.9396 13.9435
H -8.2406 -18.4983 12.5514
H -5.3304 -18.5360 13.1687
H -6.0597 -18.2205 11.5403
H -4.7220 -16.2528 13.0488
H -6.0737 -15.6816 12.0866
H -6.0694 -17.7386 15.4392
H -6.6422 -16.2520 16.2627
H -4.3562 -15.1804 15.8877
H -3.7519 -16.7259 15.1336
H -3.5926 -17.8421 17.1255
H -4.7312 -16.6902 18.0020
H -3.1588 -16.2376 17.4951
C -19.1075 -19.1248 6.2571
C -19.6758 -17.7986 6.8225
C -20.0894 -16.6041 5.8807
C -18.9132 -15.5589 5.5674
N -19.2447 -14.3788 4.5458
C -17.9852 -13.4229 4.5414
C -18.4374 -11.9783 4.2878
C -19.9191 -11.9743 4.6080
C -20.3150 -13.4435 5.0602
C -19.8083 -15.0408 3.2184
C -19.8217 -14.1296 1.9500
C -20.6266 -14.7254 0.8016
H -18.3836 -19.5324 6.9627
H -18.6675 -18.8448 5.3000
H -19.9288 -19.8300 6.1297
H -18.9039 -17.6062 7.5677
H -20.6442 -18.0054 7.2780
H -20.9579 -16.0732 6.2706
H -20.4534 -17.0514 4.9558
H -18.1141 -16.0682 5.0287
H -18.5436 -15.0748 6.4713
H -17.3784 -13.7627 3.7021
H -17.4934 -13.4890 5.5119
H -18.4005 -11.8569 3.2053
H -17.7784 -11.2847 4.8101
H -20.4700 -11.5095 3.7903
H -20.1742 -11.3940 5.4948
H -21.3184 -13.7237 4.7396
H -20.3529 -13.4461 6.1495
H -20.8220 -15.3082 3.5167
H -19.2122 -15.9401 3.0629
H -18.8085 -13.8225 1.6906
H -20.2834 -13.1589 2.1308
H -21.1868 -15.6456 0.9678
H -20.0030 -14.9919 -0.0518
H -21.2773 -13.9987 0.3153
O -5.6670 -13.6472 1.3341
C -6.0110 -14.2203 2.3876
O -7.0440 -15.1011 2.5387
B -7.1283 -15.5326 3.9852
O -5.8902 -15.0225 4.5876
C -5.3167 -14.1078 3.7382
O -4.2842 -13.4858 3.9702
O -7.3061 -17.0105 4.0946
C -8.4431 -17.2932 4.7371
O -8.7171 -18.4291 5.1736
C -9.0146 -15.9668 5.3532
O -8.2761 -14.9701 4.7966
O -9.9962 -15.9080 6.1302
N -11.6160 -9.1868 -3.9667
C -10.9629 -9.8776 -2.9330
C -11.4947 -9.3890 -1.7633
C -12.4286 -8.2847 -2.1522
C -12.4438 -8.1918 -3.4978
H -11.4721 -9.3851 -4.9465
H -10.3213 -10.7228 -3.1337
H -11.2671 -9.7275 -0.7633
H -12.8949 -7.5319 -1.5339
H -13.0021 -7.6009 -4.2088
N 0.9582 -11.7500 9.9944
C 0.3258 -12.9868 9.9944
C 0.8607 -13.8020 11.0169
C 1.8038 -13.0719 11.7011
C 1.9130 -11.8077 11.0438
H 0.9791 -11.1702 9.1676
H -0.3923 -13.2115 9.2197
H 0.6676 -14.8522 11.1791
H 2.3983 -13.4489 12.5202
H 2.7213 -11.1422 11.3087
N 1.2346 -12.1105 -3.0476
C 2.0600 -11.4968 -3.9370
C 2.6433 -12.4433 -4.7627
C 2.0962 -13.6662 -4.4295
C 1.1891 -13.4178 -3.4147
H 0.7229 -11.7296 -2.2644
H 2.1871 -10.4321 -3.8083
H 3.3299 -12.2817 -5.5805
H 2.2590 -14.6237 -4.9018
H 0.5475 -14.0924 -2.8672
N -4.0026 -17.8789 -3.9804
C -3.5950 -18.3398 -5.2572
C -3.5700 -19.7388 -5.3015
C -4.3141 -20.1039 -4.1677
C -4.4183 -19.0589 -3.3139
H -4.0410 -16.9592 -3.5646
H -3.2344 -17.6712 -6.0249
H -3.3635 -20.4051 -6.1260
H -4.6241 -21.1261 -4.0085
H -4.9097 -19.0825 -2.3525
N -15.6230 -9.7426 11.5978
C -16.2974 -8.5208 11.6087
C -15.8173 -7.7866 10.4938
C -14.7612 -8.5204 9.9189
C -14.7116 -9.7069 10.6231
H -15.7301 -10.5727 12.1632
H -17.0533 -8.4792 12.3790
H -16.2322 -6.8575 10.1319
H -14.1559 -8.2633 9.0622
H -14.1376 -10.5605 10.2940
N -5.8258 -5.3227 -1.5066
C -6.0686 -3.9799 -1.2115
C -5.5064 -3.2057 -2.1638
C -4.8001 -3.9888 -3.0734
C -5.0398 -5.2893 -2.6514
H -6.1207 -6.1853 -1.0718
H -6.7029 -3.6765 -0.3918
H -5.4914 -2.1263 -2.1976
H -4.2051 -3.7253 -3.9354
H -4.7010 -6.2329 -3.0529
C -1.2953 -21.0719 5.0505
C -0.8250 -21.6544 6.4390
O 0.0758 -20.7275 6.9387
H -2.1028 -21.6843 4.6491
H -0.3937 -21.0238 4.4398
H -1.5733 -20.0184 5.0804
H -0.4679 -22.6839 6.4134
H -1.6531 -21.8593 7.1175
H 0.0455 -19.8975 6.4572
*
```

Its HOMO energy is -8.37 eV. The lowest unoccupied orbital energy comes out at -2.09 eV.